C36H84BeClN6O8 as an isolated structure in a non-equilibrium geometry, computed with ωB97M-V/def2-TZVPD.

Structure (XYZ):
```
136
Properties=species:S:1:pos:R:3:lowdin_charge:R:1
Be 2.60 8.03 24.98 0.894
N 5.59 10.44 22.85 0.223
H 6.14 11.17 22.41 -0.072
H 5.12 10.68 23.71 0.110
H 6.19 9.66 23.08 -0.168
H 4.79 10.17 22.29 -0.015
N 3.36 5.74 20.92 0.326
H 3.21 6.74 20.91 -0.011
H 2.50 5.31 21.22 0.155
H 4.16 5.63 21.54 0.138
H 3.74 5.35 20.07 0.168
Cl 3.02 8.91 22.02 0.956
O 1.63 8.72 21.61 -0.278
O 3.19 8.78 23.42 -0.292
O 3.76 7.94 21.28 -0.360
O 3.54 10.25 21.66 -0.238
C 5.93 8.33 20.86 -0.019
C 7.18 8.34 21.77 -0.388
C 8.17 9.36 21.20 -0.110
C 9.45 9.46 22.05 -0.128
C 9.09 9.72 23.51 -0.085
C 7.90 8.98 24.20 -0.439
N 6.87 8.78 23.16 -0.081
O 5.69 8.17 23.68 -0.011
C 8.32 7.64 24.81 0.005
C 7.34 9.90 25.29 -0.015
C 7.68 6.88 21.73 0.001
H 6.28 8.05 19.86 0.126
H 5.23 9.17 20.82 0.041
H 5.32 7.47 21.13 0.046
H 8.38 9.20 20.14 0.142
H 7.71 10.34 21.27 -0.009
H 10.11 10.21 21.62 0.130
H 9.97 8.50 22.08 0.107
H 8.84 10.77 23.68 0.095
H 10.04 9.56 24.02 0.138
H 9.15 7.21 24.25 0.094
H 8.60 7.80 25.84 0.100
H 7.50 6.92 24.84 0.073
H 7.08 10.80 24.73 0.005
H 6.41 9.59 25.78 0.092
H 8.13 10.04 26.03 0.121
H 7.68 6.38 20.76 0.101
H 7.02 6.25 22.34 0.074
H 8.71 6.76 22.07 0.084
H 5.95 7.28 23.91 0.083
C 1.01 7.77 19.44 -0.039
C -0.39 8.43 19.29 -0.440
C -1.27 7.38 18.54 -0.103
C -2.74 7.66 18.81 -0.181
C -3.10 7.64 20.26 -0.137
C -2.29 8.71 21.07 -0.469
N -0.87 8.69 20.65 -0.068
O -0.04 9.60 21.34 -0.059
C -2.84 10.08 20.78 -0.023
C -2.40 8.34 22.58 -0.028
C -0.26 9.77 18.51 0.008
H 1.44 7.43 18.50 0.104
H 1.05 6.94 20.15 0.063
H 1.70 8.43 19.99 0.039
H -1.19 7.50 17.46 0.122
H -0.91 6.36 18.69 0.118
H -3.28 6.85 18.31 0.123
H -3.24 8.56 18.44 0.123
H -2.91 6.67 20.72 0.115
H -4.18 7.65 20.37 0.133
H -2.85 10.28 19.70 0.076
H -3.84 10.08 21.19 0.099
H -2.25 10.90 21.20 0.090
H -1.86 9.06 23.20 0.033
H -3.48 8.33 22.71 0.109
H -2.13 7.31 22.83 0.088
H -0.19 9.60 17.43 0.090
H 0.65 10.35 18.66 0.075
H -1.11 10.39 18.81 0.073
H 0.61 9.02 21.74 -0.203
C 5.25 11.26 19.67 -0.007
C 5.44 12.48 20.47 -0.507
C 4.11 13.08 20.73 -0.123
C 3.95 14.25 21.81 -0.106
C 4.70 13.88 23.12 -0.105
C 6.09 13.24 22.87 -0.414
N 6.08 12.22 21.76 -0.110
O 7.25 11.49 21.62 -0.011
C 7.03 14.41 22.51 -0.002
C 6.56 12.59 24.18 -0.023
C 6.26 13.45 19.58 0.007
H 4.60 11.53 18.83 0.127
H 4.74 10.53 20.31 0.037
H 6.23 10.85 19.44 0.110
H 3.60 13.44 19.84 0.138
H 3.42 12.30 21.03 0.095
H 2.88 14.29 22.01 0.114
H 4.28 15.11 21.24 0.111
H 4.08 13.22 23.73 0.110
H 4.73 14.81 23.68 0.130
H 7.08 15.01 23.42 0.098
H 8.05 14.09 22.32 0.096
H 6.63 15.09 21.75 0.085
H 7.52 12.08 24.10 0.071
H 6.68 13.40 24.91 0.122
H 5.78 11.92 24.54 0.067
H 6.22 14.52 19.77 0.084
H 5.99 13.30 18.54 0.104
H 7.34 13.35 19.71 0.086
H 7.87 12.11 21.24 0.148
C 2.30 8.92 28.16 -0.040
C 0.87 9.15 27.61 -0.478
C 0.68 10.64 27.71 -0.109
C -0.44 11.23 26.75 -0.142
C -0.28 10.86 25.33 -0.097
C -0.02 9.32 25.13 -0.376
N 0.93 8.75 26.17 -0.110
O 1.15 7.45 25.99 0.033
C -1.33 8.49 25.21 -0.016
C 0.64 9.14 23.75 -0.058
C -0.12 8.40 28.52 0.018
H 2.73 7.93 28.23 0.087
H 3.08 9.50 27.64 0.078
H 2.38 9.23 29.20 0.110
H 0.52 10.91 28.75 0.145
H 1.63 11.13 27.49 0.117
H -1.29 10.72 27.20 0.109
H -0.73 12.25 27.01 0.135
H 0.56 11.43 24.94 0.130
H -1.13 11.11 24.69 0.142
H -2.15 9.02 24.73 0.085
H -1.68 8.37 26.24 0.094
H -1.28 7.49 24.77 0.089
H 1.69 9.39 23.64 0.047
H 0.03 9.63 22.98 0.091
H 0.49 8.09 23.51 0.112
H 0.24 8.27 29.54 0.113
H -1.12 8.81 28.39 0.096
H -0.08 7.34 28.26 0.086
H 0.31 7.10 26.28 0.139
```

- HOMO energy: -0.513 Ha
- Energy relative to the best compared isomer or geometry (same formula, charge and spin): 332.9 kcal per mole
- Kohn-Sham gap: 2.733 eV
- Net charge: +3

C36H85F6N11O10P as an isolated structure in a non-equilibrium geometry, computed with ωB97M-V/def2-TZVPD.

Structure (XYZ):
```
149
Properties=species:S:1:pos:R:3:lowdin_charge:R:1
P 0.45 0.36 0.70 0.240
F 0.60 0.00 2.27 -0.149
F 2.03 0.60 0.58 -0.130
F 0.64 -1.22 0.33 -0.211
F 0.34 0.76 -0.88 -0.155
F -1.15 0.03 0.68 -0.168
F 0.09 1.90 1.10 -0.161
C -8.28 0.82 0.76 -0.092
C -6.82 0.88 1.19 -0.269
N -5.89 0.68 0.09 -0.192
C -4.55 1.18 0.41 -0.261
C -3.57 1.13 -0.74 -0.087
C -5.93 -0.61 -0.60 -0.242
C -5.33 -1.75 0.17 -0.083
H -8.39 1.43 -0.14 0.075
H -8.97 1.13 1.54 0.066
H -8.58 -0.19 0.49 0.060
H -6.50 1.81 1.68 0.105
H -6.64 0.16 2.01 0.116
H -4.62 2.21 0.77 0.106
H -4.14 0.58 1.23 0.114
H -3.94 1.59 -1.66 0.081
H -2.67 1.63 -0.38 0.061
H -3.35 0.08 -0.93 0.051
H -5.41 -0.46 -1.55 0.095
H -6.98 -0.84 -0.81 0.101
H -5.22 -2.65 -0.44 0.073
H -5.96 -2.06 1.02 0.082
H -4.37 -1.49 0.62 0.039
C 3.17 -1.62 -4.08 -0.228
O 2.08 -2.03 -3.72 -0.103
N 3.74 -0.50 -3.60 -0.145
C 4.82 0.15 -4.31 -0.047
C 3.11 0.26 -2.55 -0.038
H 3.80 -2.13 -4.82 0.157
H 5.59 0.52 -3.63 0.090
H 4.43 1.05 -4.80 0.096
H 5.33 -0.42 -5.08 0.087
H 3.86 0.58 -1.83 0.092
H 2.58 1.14 -2.90 0.074
H 2.42 -0.42 -2.05 0.050
C 2.83 4.20 5.10 -0.349
O 2.15 5.21 5.14 -0.002
N 2.82 3.30 4.10 -0.179
C 3.52 2.03 4.24 -0.055
C 1.89 3.36 3.00 -0.045
H 3.57 3.93 5.87 0.129
H 2.89 1.14 4.15 0.091
H 4.13 1.94 5.14 0.087
H 4.26 2.03 3.44 0.072
H 1.05 2.69 3.16 0.084
H 1.53 4.37 2.82 0.081
H 2.35 3.01 2.07 0.078
C 2.99 -4.62 -2.21 -0.338
O 3.25 -5.49 -3.01 0.016
N 1.92 -3.79 -2.30 -0.085
C 1.94 -2.52 -1.61 -0.105
C 0.93 -3.95 -3.34 -0.075
H 3.61 -4.36 -1.33 0.127
H 1.04 -2.35 -1.01 0.053
H 1.87 -1.65 -2.28 0.028
H 2.81 -2.39 -0.96 0.087
H 1.22 -3.32 -4.21 0.143
H 0.90 -4.94 -3.78 0.155
H -0.03 -3.53 -3.02 0.036
C 2.68 3.58 -0.95 -0.342
O 3.74 3.36 -1.50 0.017
N 2.33 4.75 -0.36 -0.191
C 0.91 5.06 -0.16 -0.043
C 3.25 5.85 -0.29 -0.062
H 1.91 2.83 -0.73 0.110
H 0.57 5.72 -0.96 0.082
H 0.89 5.61 0.79 0.083
H 0.33 4.14 -0.12 0.071
H 2.98 6.69 -0.94 0.088
H 3.20 6.36 0.68 0.088
H 4.28 5.56 -0.45 0.087
C 1.02 2.47 -4.65 -0.345
O 1.65 2.95 -5.58 0.008
N 0.08 3.16 -3.97 -0.182
C -0.96 2.58 -3.14 -0.054
C -0.12 4.57 -4.24 -0.059
H 1.04 1.44 -4.28 0.125
H -0.93 3.09 -2.17 0.077
H -0.79 1.52 -2.94 0.062
H -1.94 2.74 -3.60 0.093
H 0.75 5.10 -4.60 0.088
H -0.94 4.76 -4.95 0.092
H -0.52 5.03 -3.34 0.074
C -2.25 0.80 3.77 -0.335
O -2.29 -0.26 4.34 0.044
N -2.79 1.97 4.21 -0.186
C -3.51 2.03 5.45 -0.071
C -2.72 3.21 3.48 -0.065
H -1.72 0.96 2.82 0.104
H -4.58 2.23 5.37 0.085
H -3.13 2.83 6.10 0.084
H -3.38 1.14 6.07 0.085
H -3.75 3.37 3.11 0.078
H -2.53 4.10 4.08 0.082
H -2.13 3.19 2.56 0.078
C -2.39 -2.58 1.40 -0.350
O -3.14 -2.36 2.32 0.039
N -2.27 -3.79 0.78 -0.164
C -2.87 -5.00 1.28 -0.057
C -1.52 -3.91 -0.44 -0.062
H -1.71 -1.85 0.95 0.110
H -3.34 -5.52 0.44 0.087
H -3.74 -4.80 1.90 0.087
H -2.20 -5.69 1.79 0.080
H -0.86 -4.78 -0.46 0.102
H -2.17 -4.02 -1.31 0.093
H -0.90 -3.03 -0.64 0.043
C 0.52 -2.23 3.84 -0.339
O -0.36 -2.53 4.60 0.024
N 1.07 -3.12 2.97 -0.164
C 1.95 -2.63 1.90 -0.056
C 0.77 -4.53 2.98 -0.058
H 0.97 -1.23 3.73 0.118
H 1.99 -3.36 1.10 0.082
H 2.95 -2.38 2.25 0.065
H 1.48 -1.76 1.44 0.015
H 0.34 -4.73 3.96 0.086
H 0.09 -4.86 2.19 0.067
H 1.66 -5.14 2.84 0.084
C 7.13 -0.06 0.92 -0.348
O 7.70 0.58 1.78 0.010
N 5.88 -0.55 1.03 -0.181
C 5.34 -1.47 0.02 -0.047
C 4.98 -0.22 2.10 -0.057
H 7.55 -0.34 -0.06 0.128
H 6.03 -1.62 -0.80 0.085
H 4.41 -1.04 -0.35 0.060
H 5.16 -2.44 0.48 0.089
H 5.56 0.20 2.92 0.084
H 4.18 0.44 1.76 0.078
H 4.53 -1.10 2.57 0.079
C -1.18 -3.60 -3.92 -0.395
O -1.67 -4.38 -4.71 0.034
N -1.85 -2.70 -3.17 -0.162
C -1.13 -1.75 -2.35 -0.066
C -3.23 -2.42 -3.43 -0.043
H -0.09 -3.53 -3.79 -0.098
H -1.00 -0.82 -2.91 0.100
H -0.10 -2.02 -2.12 0.052
H -1.65 -1.50 -1.43 0.076
H -3.37 -1.43 -3.90 0.094
H -3.63 -3.10 -4.18 0.086
H -3.85 -2.39 -2.53 0.072
```

- HOMO energy: -0.205 Ha
- Kohn-Sham gap: 7.633 eV
- Net charge: -1

no.,calculated total energy (eV)
1,-76882.0541
2,-101168.1842